{"formula": "C5H2S5", "method": "ωB97M-V with the def2-TZVPD basis set", "e_homo_ev": [-8.30, -8.24], "orbital_gap_ev": [6.19, 6.70], "charge": 0, "spin_multiplicity": 1, "total_energy_ha": -2182.4040, "e_above_lowest_kj_mol": 135.42, "fmax_ev_per_a": 1.4, "symbols": ["C", "C", "C", "C", "C", "S", "S", "S", "S", "S", "H", "H"], "coordinates": [[-1.76904, -0.80757, -0.57128], [-1.96924, 0.39191, 0.01967], [0.75558, -0.18142, -1.48432], [1.04651, 0.65471, -0.50120], [1.94207, -0.26160, 0.30527], [-2.46537, -1.91501, 0.56280], [-2.95243, -0.08760, 1.47569], [-1.48344, 1.92548, -0.52938], [1.66416, -1.57314, -0.95544], [0.53230, 2.17641, 0.08711], [2.96044, 0.07933, 0.22642], [1.73846, -0.40151, 1.36465]], "forces_ev_per_a": [[-0.243, 0.630, 1.175], [0.094, -0.180, -0.353], [-0.377, -0.365, -0.034], [0.198, 0.653, 0.995], [0.732, 0.297, -0.759], [-0.090, -0.528, -0.051], [0.686, -0.148, -0.843], [-0.111, 1.059, -0.081], [0.153, -0.924, 0.310], [-0.970, -0.086, -0.093], [0.592, 0.001, -0.043], [-0.664, -0.409, -0.223]], "mulliken_charge": [-0.049, 0.297, -0.123, 0.210, -0.509, -0.043, -0.112, -0.123, -0.102, -0.127, 0.335, 0.348]}